Here is an isolated molecule of C3H2N2O3 from the OMol25 dataset. Energies are from wB97M-V/def2-TZVPD.

LUMO = -0.9370 eV
SMILES = O=C1N=N/C(=C\O)O1
E_tot = -450.6198 a.u.
orbital gap = 8.68 eV
relative energy (zero: lowest compared OMol25 entry of this formula, charge and spin) = 481.7 kJ/mol

Each atom is followed by the atoms it is bonded to, with distances in Å.
Atoms and positions in Å:
1 O -0.564 0.597 2.813  C2 1.277
2 C -0.506 0.182 1.607  O1 1.277, N3 1.525, O8 1.457
3 N -1.326 -0.717 0.688  C2 1.525, N4 1.153
4 N -0.842 -0.831 -0.353  N3 1.153, C5 1.423
5 C 0.195 0.116 -0.582  N4 1.423, C6 1.392, O8 1.481
6 C 1.138 0.139 -1.606  C5 1.392, O7 1.323, H9 1.151
7 O 0.722 -0.070 -2.845  C6 1.323, H10 0.917
8 O 0.679 0.400 0.788  C2 1.457, C5 1.481
9 H 2.138 0.685 -1.438  C6 1.151
10 H 1.382 0.107 -3.456  O7 0.917